Computed, not measured: an isolated molecule of CHOPS in a non-equilibrium geometry, with ωB97M-V with the def2-TZVPD basis set.

```
5
Properties=species:S:1:pos:R:3:forces:R:3:mulliken_charge:R:1
C 0.513 0.694 -0.373 -0.8 0.7 0.3 0.28
O -0.132 -2.058 -0.297 -0.2 -0.2 0.3 -0.54
P -0.674 -0.701 -0.047 0.4 -0.5 -3.3 0.31
S 0.722 2.214 -0.419 0.2 -0.6 -0.3 -0.09
H -0.428 -0.148 1.137 0.5 0.6 3.0 0.03
```
Forces are in eV/Å.

Properties
- 2S+1 = 1
- LUMO energy (alpha / beta) (eV) = -1.90 / -1.90
- relative energy (zero: lowest compared OMol25 entry of this formula, charge and spin) (kJ/mol) = 167.6
- HOMO-LUMO gap (alpha / beta) (Ha) = 0.25216 / 0.25211

Computed, not measured: an isolated molecule of C19H19N3O4 in a non-equilibrium geometry, with ωB97M-V with the def2-TZVPD basis set.

```
45
Properties=species:S:1:pos:R:3:forces:R:3:mulliken_charge:R:1
O -2.312 -1.473 0.362 -0.2 -0.2 -0.1 -0.65
C -2.203 -0.267 0.416 0.1 0.3 0.1 0.97
C -3.387 0.680 0.234 -0.2 -0.4 0.0 -1.05
C -4.652 -0.107 0.035 0.0 0.1 0.0 0.37
C -5.155 -0.331 -1.239 0.0 0.1 0.1 -0.37
C -6.305 -1.079 -1.418 -0.1 0.0 -0.1 -0.62
C -6.962 -1.616 -0.325 -0.1 -0.1 0.0 -0.41
C -6.462 -1.403 0.949 0.0 0.0 0.1 -0.63
C -5.314 -0.653 1.127 0.0 0.1 -0.1 -0.27
N -1.002 0.320 0.678 0.3 0.0 0.2 0.08
C -0.676 1.725 0.610 0.0 0.2 -0.3 -0.79
C 0.243 1.977 -0.592 -0.1 0.4 0.2 -0.91
N 1.417 1.134 -0.503 -0.2 0.0 -0.2 0.07
C 2.618 1.697 -0.236 0.1 -0.1 -0.1 0.31
O 2.771 2.897 -0.113 0.2 0.2 0.1 -0.64
C 3.791 0.766 -0.150 0.3 0.1 0.0 0.14
C 4.526 0.709 1.030 -0.2 0.0 -0.2 -0.51
C 5.662 -0.073 1.105 0.2 -0.2 -0.1 -0.57
C 6.068 -0.785 -0.017 -1.1 0.7 -0.1 0.00
N 7.255 -1.604 0.054 0.4 -0.3 0.0 0.98
O 7.844 -1.647 1.111 0.2 0.0 0.2 -0.61
O 7.586 -2.200 -0.948 0.1 -0.2 -0.2 -0.61
C 5.357 -0.719 -1.210 0.3 -0.2 0.1 -0.47
C 4.217 0.058 -1.273 -0.1 0.1 0.3 0.08
C 1.106 -0.274 -0.406 -0.1 -0.4 0.3 -0.53
C 0.177 -0.512 0.792 0.1 -0.4 -0.2 -1.10
H -3.204 1.317 -0.634 0.0 0.1 0.1 0.48
H -3.473 1.307 1.125 0.0 0.1 -0.1 0.48
H -4.645 0.082 -2.097 0.1 0.0 -0.1 0.34
H -6.688 -1.245 -2.415 0.0 0.0 -0.1 0.38
H -7.858 -2.202 -0.465 -0.1 0.0 0.0 0.37
H -6.967 -1.824 1.805 0.0 0.0 0.1 0.37
H -4.923 -0.493 2.121 0.0 0.0 0.1 0.37
H -1.571 2.337 0.529 0.0 0.0 0.0 0.50
H -0.145 2.006 1.528 -0.1 0.1 -0.1 0.26
H 0.578 3.016 -0.611 -0.1 -0.1 0.0 0.53
H -0.288 1.743 -1.521 0.0 0.0 0.0 0.27
H 4.204 1.285 1.884 0.0 0.1 0.1 0.47
H 6.244 -0.139 2.011 0.0 0.0 0.0 0.47
H 5.708 -1.275 -2.066 0.0 0.0 0.0 0.48
H 3.659 0.127 -2.194 -0.1 0.0 -0.1 0.48
H 2.018 -0.858 -0.290 -0.1 0.0 0.0 0.52
H 0.595 -0.588 -1.324 0.1 0.0 0.0 0.19
H -0.150 -1.553 0.820 0.1 0.1 0.0 0.45
H 0.702 -0.266 1.721 0.0 0.0 0.0 0.30
```
Forces are in eV/Å.

Properties
- 2S+1 = 1
- LUMO energy (eV) = -0.77
- relative energy (zero: lowest compared OMol25 entry of this formula, charge and spin) (kJ/mol) = 408.6
- SMILES string = O=C(Cc1ccccc1)N1CCN(C(=O)c2ccc([N+](=O)[O-])cc2)CC1
- HOMO-LUMO gap (Ha) = 0.31156

Computed, not measured: a structure of composition C20H29Be2Br3F4Li2N4O7S3 in a non-equilibrium geometry, with ωB97M-V with the def2-TZVPD basis set.

```
74
Properties=species:S:1:pos:R:3:forces:R:3:mulliken_charge:R:1
F -2.685 -3.966 1.305 0.1 -0.1 -0.1 -0.25
C -1.488 -3.247 1.395 0.8 0.6 1.0 -0.16
F -0.492 -3.944 0.840 -1.1 -0.2 -0.3 -0.24
C -1.696 -1.803 0.831 -1.3 -0.2 -0.3 0.61
F -2.281 -1.141 1.849 0.0 -0.3 0.1 -0.30
F -0.534 -1.188 0.610 0.3 -0.2 -0.2 -0.14
C -2.682 -1.732 -0.356 0.3 0.2 0.1 1.07
C -3.995 -1.462 -0.062 -0.6 -0.1 0.0 -1.17
C -4.947 -1.381 -1.073 0.4 0.0 0.2 -0.63
C -4.532 -1.541 -2.379 -0.7 0.1 0.4 -0.97
C -3.209 -1.813 -2.620 -0.5 0.1 -0.6 -0.01
N -2.306 -1.925 -1.644 0.5 0.0 0.6 0.53
C -0.917 -2.270 -2.078 -0.1 -0.1 -1.4 -0.12
C -0.298 -1.149 -2.919 0.2 0.1 0.4 -1.02
C 0.224 -0.039 -2.030 1.1 -0.2 -0.8 0.22
S 0.573 1.538 -2.977 -0.5 -0.4 0.8 -0.10
C 0.087 2.667 -1.730 0.1 -0.1 -1.9 0.61
S 1.138 3.860 -0.997 0.6 0.4 -1.0 -0.30
N -1.274 2.471 -1.374 0.7 0.7 0.0 0.25
C -1.793 2.154 -0.140 -0.6 0.2 -0.5 0.23
C -3.143 2.031 -0.373 -1.0 0.0 -0.2 -1.41
N -3.442 2.262 -1.704 0.0 0.0 -0.1 -0.64
C -2.298 2.519 -2.273 0.1 -0.1 0.4 -0.07
H -1.281 -3.134 2.462 0.0 0.0 0.0 0.44
H -4.344 -1.324 0.950 0.3 0.2 0.1 0.56
H -5.973 -1.193 -0.793 -0.1 0.1 -0.2 0.54
H -5.262 -1.481 -3.171 0.2 0.0 -0.3 0.49
H -2.894 -1.945 -3.644 0.4 -0.2 0.1 0.54
H -0.279 -2.605 -1.274 -0.2 0.1 0.3 -0.53
H -1.016 -3.126 -2.741 -0.2 -0.2 0.3 0.50
H -1.009 -0.765 -3.654 -0.1 0.0 0.1 0.49
H 0.521 -1.587 -3.490 0.0 -0.1 0.0 0.47
H -0.480 0.238 -1.252 0.0 0.2 -0.1 -0.43
H 1.187 -0.335 -1.619 -0.2 -0.1 0.4 0.34
H -1.223 2.011 0.761 0.2 0.1 0.0 0.62
H -3.920 1.784 0.414 1.0 0.0 -1.8 0.42
H -2.073 2.740 -3.304 -0.3 0.1 -0.1 0.46
C 3.571 3.772 2.024 -2.9 -1.2 -1.7 0.12
O 3.162 4.947 2.070 0.8 0.1 0.4 -0.32
H 3.813 3.336 1.024 1.2 0.6 0.0 0.19
H 4.643 3.538 2.618 2.6 -1.1 2.0 0.16
H 2.935 2.983 2.488 0.5 0.3 1.1 0.15
O 5.820 2.449 3.516 -1.7 0.3 -2.0 -0.61
H 6.389 2.641 4.284 -0.6 0.9 0.1 0.31
Be 1.616 -2.897 0.626 0.9 -0.2 -0.2 0.31
Br -4.065 1.522 2.326 -0.5 0.2 1.9 -0.73
C 3.192 1.715 5.671 0.0 0.1 0.0 -0.92
C 4.293 1.266 6.607 0.2 0.0 0.0 0.69
O 5.424 1.712 6.539 0.0 0.1 -0.1 -0.61
N 3.980 0.332 7.544 -0.2 0.1 -0.2 -0.18
C 2.702 -0.311 7.781 0.4 -0.1 0.3 -0.80
H 3.594 2.454 4.986 0.2 0.0 0.1 0.03
H 2.820 0.868 5.092 -0.1 0.0 0.0 0.31
H 2.376 2.166 6.238 -0.1 -0.1 0.0 0.40
H 4.758 0.079 8.133 0.0 0.0 0.0 0.23
H 2.375 -0.103 8.801 -0.2 0.0 0.0 0.28
H 2.814 -1.391 7.667 -0.2 0.0 0.0 0.28
H 1.947 0.043 7.088 0.0 0.1 0.0 0.30
Li -3.456 -5.043 2.745 0.0 -0.2 -0.2 0.95
O 0.237 -7.097 -2.901 -0.2 0.4 -0.2 -0.44
S -0.069 -6.249 -1.751 0.1 -0.4 0.2 1.23
O 0.609 -6.755 -0.554 -0.2 0.4 0.3 -0.48
O -1.522 -6.228 -1.522 0.1 0.1 0.1 -0.53
O 0.412 -4.871 -2.022 0.3 0.0 0.1 -0.44
Li -3.770 3.751 0.963 -0.1 -0.6 0.5 0.94
Be 1.194 3.837 -2.995 -0.9 -0.8 1.1 -0.01
Br 2.951 2.465 -8.058 0.0 0.0 0.1 -0.07
C 1.604 1.621 -6.952 0.3 0.2 -0.3 -0.55
C 0.365 2.468 -6.852 -0.1 -0.9 0.4 -0.48
Br 0.619 3.997 -5.647 0.2 0.8 0.7 -0.03
H 2.063 1.423 -5.988 -0.1 0.0 0.0 0.25
H 1.371 0.678 -7.443 -0.1 0.0 0.0 0.40
H -0.458 1.901 -6.422 0.0 0.1 0.1 0.28
H 0.053 2.893 -7.801 0.1 0.3 0.1 0.47
```
Forces are in eV/Å.

Properties
- 2S+1 = 1
- LUMO energy (eV) = -9.76
- charge = +2
- HOMO-LUMO gap (Ha) = 0.06135

Computed, not measured: a cluster of 2 separate species, C4H13NO2 in total in a non-equilibrium geometry, with ωB97M-V with the def2-TZVPD basis set.

```
20
Properties=species:S:1:pos:R:3:forces:R:3:mulliken_charge:R:1
C 2.179 0.241 -1.702 -0.3 -0.2 -1.5 -1.14
C 0.783 0.791 -1.947 0.0 0.8 -0.3 -0.48
C -0.236 0.581 -0.837 0.2 -0.6 0.8 -0.72
N 0.396 0.345 0.508 -0.7 0.8 -0.8 -0.37
C -0.643 0.197 1.525 -0.5 -1.0 0.2 -0.21
O -0.699 1.268 2.457 0.3 0.1 -0.6 -0.54
H 2.731 0.880 -1.072 0.5 0.4 1.3 0.31
H 2.169 -0.785 -1.362 0.1 -0.1 0.2 0.31
H 2.741 0.305 -2.642 -0.2 -0.3 0.0 0.38
H 0.857 1.866 -2.159 0.2 -0.1 0.2 0.25
H 0.393 0.402 -2.883 -0.2 -0.3 -0.1 0.36
H -0.838 -0.296 -1.031 -0.2 -0.3 -0.2 0.43
H -0.925 1.426 -0.762 -0.1 0.1 -0.2 0.38
H 0.773 1.264 0.682 0.7 0.2 0.4 0.23
H -0.523 -0.723 2.103 0.5 -0.1 -0.1 0.22
H -1.615 0.050 1.040 0.0 0.6 0.2 0.28
H 0.208 1.339 2.782 -0.2 0.1 0.3 0.32
O -2.685 -2.842 1.453 0.1 -0.1 0.1 -0.63
H -3.143 -2.882 2.302 0.1 0.0 -0.2 0.31
H -1.923 -3.427 1.545 -0.2 0.1 0.0 0.32
```
Forces are in eV/Å.

Properties
- 2S+1 = 1
- LUMO energy (eV) = 0.81
- relative energy (zero: lowest compared OMol25 entry of this formula, charge and spin) (kJ/mol) = 114.1
- SMILES string = CCCNCO.O
- HOMO-LUMO gap (Ha) = 0.36810

Computed, not measured: a structure of composition C7H14CdF3O6S in a non-equilibrium geometry, with ωB97M-V with the def2-TZVPD basis set.

```
32
Properties=species:S:1:pos:R:3:forces:R:3:mulliken_charge:R:1
Cd -0.006 0.020 -0.742 -2.9 -1.3 3.6 1.39
C -0.218 2.636 1.106 0.2 0.5 0.0 -0.75
O -0.924 1.454 0.712 -0.2 0.0 0.4 -0.23
C -1.460 0.746 1.825 -0.3 -0.5 0.2 -0.49
C -2.243 -0.446 1.271 -0.3 0.6 0.3 -0.54
O -1.418 -1.253 0.432 0.0 -0.2 0.2 -0.34
C -0.707 -2.299 1.105 0.4 -0.5 -0.1 -0.38
C 0.353 -2.806 0.124 -0.6 -0.3 0.2 -0.61
O 1.241 -1.761 -0.255 0.2 -0.5 0.4 -0.30
C 2.428 -1.689 0.542 0.4 0.1 0.0 -0.78
H -0.881 3.292 1.681 0.1 -0.2 -0.1 0.34
H 0.092 3.146 0.194 0.0 -0.1 0.1 0.16
H 0.662 2.382 1.708 -0.1 0.0 -0.1 0.35
H -2.128 1.399 2.401 0.1 -0.1 -0.1 0.45
H -0.640 0.413 2.482 -0.1 0.1 -0.1 0.32
H -3.052 -0.079 0.629 0.1 -0.1 0.2 0.36
H -2.662 -1.045 2.086 0.0 0.1 -0.1 0.43
H -1.401 -3.110 1.351 0.1 0.1 0.0 0.38
H -0.241 -1.922 2.024 -0.1 0.0 -0.1 0.34
H -0.150 -3.142 -0.791 0.2 0.0 0.1 0.32
H 0.903 -3.644 0.566 -0.1 0.1 -0.1 0.45
H 2.954 -2.648 0.501 -0.1 0.1 0.0 0.31
H 2.202 -1.430 1.584 0.0 0.0 -0.1 0.34
H 3.057 -0.919 0.093 -0.1 -0.1 0.1 0.24
F 0.526 3.404 -2.447 0.2 -0.1 -0.2 -0.22
C 0.023 2.313 -3.009 -0.2 0.0 0.3 0.68
F -1.058 1.954 -2.247 -0.1 0.3 -0.2 -0.27
F -0.394 2.585 -4.222 0.3 -0.3 0.1 -0.19
S 1.178 0.833 -2.794 0.2 1.3 -1.4 1.31
O 0.191 -0.265 -2.749 0.4 -0.4 -2.3 -0.73
O 2.188 0.796 -3.773 0.2 0.1 -0.3 -0.55
O 1.583 1.087 -1.387 2.1 1.3 -0.8 -0.79
```
Forces are in eV/Å.

Properties
- 2S+1 = 1
- LUMO energy (eV) = -2.68
- charge = +1
- HOMO-LUMO gap (Ha) = 0.42979

Computed, not measured: a structure of composition C35H42IN7O6PSSiTl in a non-equilibrium geometry, with ωB97M-V with the def2-TZVPD basis set.

```
95
Properties=species:S:1:pos:R:3:forces:R:3:mulliken_charge:R:1
Tl 1.375 -0.174 1.007 -0.5 -0.2 0.9 2.18
C 3.867 3.800 0.295 -0.2 1.4 -1.2 -1.31
C 3.723 2.919 -0.883 1.1 -1.4 -2.6 0.93
N 3.965 3.255 -2.150 0.0 0.9 1.4 -0.63
C 3.930 2.376 -3.179 0.2 1.1 0.2 -1.10
C 3.721 1.057 -3.001 -0.1 -1.6 0.5 0.38
C 3.841 0.036 -4.137 -0.9 4.0 -1.5 -0.74
O 4.762 -0.933 -3.913 1.0 -1.6 0.4 -0.49
C 3.414 0.616 -1.674 -0.1 0.3 -0.6 0.28
C 3.063 -0.768 -1.532 0.9 1.6 1.1 -1.23
N 2.543 -1.346 -0.520 -0.4 0.1 0.1 -0.19
C 2.456 -2.750 -0.566 -0.4 -0.7 0.0 -0.10
C 1.222 -3.333 -0.938 1.6 1.6 0.6 0.19
C 1.099 -4.675 -0.870 -2.4 -1.1 -1.1 -0.52
C 2.112 -5.472 -0.427 0.5 -1.1 0.8 -0.57
C 3.328 -4.914 -0.073 1.1 -0.5 -0.2 -0.36
C 3.554 -3.533 -0.202 -0.1 -0.5 0.0 -0.43
I 5.539 -2.708 -0.033 -1.1 -0.4 0.1 0.06
C 3.374 1.562 -0.655 -2.1 -0.4 1.9 1.24
O 2.817 1.337 0.543 0.9 -0.3 -0.7 -1.32
H 4.895 4.235 0.293 -1.1 0.1 0.0 0.38
H 3.689 3.229 1.171 0.0 -0.4 0.8 0.32
H 3.019 4.520 0.190 1.1 0.1 0.4 0.22
H 4.098 2.831 -4.157 0.0 -0.3 0.2 0.39
H 4.151 0.675 -5.006 -0.2 -0.5 0.4 0.46
H 2.852 -0.286 -4.464 0.1 -0.9 0.4 0.27
H 5.586 -0.465 -3.729 0.1 -0.3 0.0 0.37
H 3.403 -1.342 -2.329 0.3 -1.4 -1.3 1.28
H 0.426 -2.678 -1.240 -0.4 0.1 0.0 0.22
H 0.135 -5.106 -1.222 0.8 0.1 0.5 0.31
H 1.945 -6.556 -0.288 0.2 0.7 -0.3 0.38
H 4.124 -5.629 0.215 -0.4 0.9 -0.1 0.37
C 0.079 3.775 2.003 -0.4 -1.4 0.2 -1.07
C 0.098 2.683 3.075 -0.2 0.9 -0.8 0.77
C -0.293 2.947 4.394 1.0 -0.8 -0.1 -1.13
C -0.271 1.872 5.260 -0.9 -0.5 0.4 -0.61
C -0.111 0.578 4.772 0.5 -0.7 1.6 -0.98
C 0.272 0.384 3.480 0.6 -0.8 -2.5 0.51
N 0.403 1.459 2.642 -0.1 -1.0 0.7 -0.18
N 0.561 -0.896 2.870 0.2 3.0 0.2 0.37
Si 0.543 -2.410 3.727 -0.3 0.4 -0.2 0.28
C -0.963 -2.419 4.810 -0.5 -0.1 1.6 -1.40
C 2.060 -2.647 4.794 -0.2 2.3 1.2 -1.23
C 0.418 -3.734 2.457 -1.1 -1.3 0.0 -0.22
H 0.162 4.728 2.451 -0.1 1.1 0.5 0.59
H -0.913 3.688 1.502 0.8 0.3 0.0 0.16
H 0.909 3.680 1.299 -0.3 -0.3 -0.1 -0.02
H -0.425 3.927 4.802 -0.2 0.5 -0.3 0.45
H -0.487 2.030 6.326 0.1 -0.1 -0.5 0.41
H -0.113 -0.327 5.388 -0.2 1.0 0.1 0.40
H -0.623 -2.081 5.809 -0.1 -0.2 -0.3 0.50
H -1.107 -3.502 5.000 -0.6 0.4 -0.2 0.39
H -1.920 -1.843 4.672 1.0 -0.9 -0.5 0.39
H 2.479 -3.585 4.658 1.0 -1.9 -0.5 0.47
H 1.956 -2.560 5.907 -0.3 0.1 -0.9 0.32
H 2.810 -1.873 4.515 -0.3 -0.5 0.1 0.28
H -0.479 -3.588 1.813 0.5 0.1 0.4 -0.06
H 0.284 -4.734 2.966 0.2 0.9 -0.4 0.44
H 1.258 -3.842 1.793 0.5 0.0 -0.2 -0.06
O -5.592 5.272 -1.762 -0.1 0.1 -0.1 -0.67
S -4.707 5.896 -2.725 1.2 0.4 -0.5 1.20
O -3.461 6.436 -2.156 -1.2 -0.1 -0.3 -0.67
O -5.316 6.686 -3.780 0.0 -0.2 0.6 -0.66
C -3.979 4.470 -3.612 1.2 0.0 2.8 0.12
N -4.117 4.204 -4.868 -1.5 0.9 -1.3 -0.48
C -3.450 3.223 -5.396 1.9 -2.3 0.5 -0.38
C -2.518 2.477 -4.609 -2.0 1.4 -1.2 -0.88
C -2.488 2.799 -3.267 1.2 -0.7 0.0 0.20
N -3.171 3.771 -2.753 -1.5 0.9 -0.3 -0.26
C -1.627 2.048 -2.303 -0.6 -0.5 0.2 1.19
C -2.019 1.936 -0.962 0.3 1.3 -0.3 -1.58
C -1.165 1.298 -0.083 -1.0 0.0 -1.3 -0.97
N -0.094 0.654 -0.502 0.5 -0.6 0.6 0.33
C 0.204 0.652 -1.778 0.9 -0.4 -0.7 -0.56
C -0.495 1.349 -2.701 -0.8 0.8 -0.4 -1.27
H -3.660 2.922 -6.435 0.2 0.4 0.4 0.38
H -2.006 1.669 -5.035 0.8 -1.0 -0.5 0.49
H -2.876 2.550 -0.654 0.3 -0.5 0.1 0.71
H -1.362 1.176 0.929 -0.5 0.2 1.7 1.36
H 1.062 0.087 -2.092 0.0 -0.1 0.0 0.73
H -0.155 1.400 -3.710 0.2 -0.1 -0.6 0.67
C -3.635 -3.644 -0.938 -0.8 -0.9 -0.9 -1.35
P -3.400 -2.237 0.179 -0.6 -0.9 -0.5 1.04
C -4.204 -2.736 1.688 -0.1 -1.3 1.3 -1.22
C -4.452 -1.008 -0.678 1.8 -0.2 1.8 -1.28
O -1.959 -1.950 0.367 0.6 0.6 -0.1 -0.40
H -4.675 -3.871 -1.318 0.8 0.5 0.8 0.38
H -3.244 -4.576 -0.514 0.0 0.2 0.1 0.36
H -3.084 -3.466 -1.863 0.3 0.2 0.1 0.35
H -5.185 -3.148 1.464 -0.1 -0.2 -0.2 0.38
H -4.407 -1.908 2.339 0.1 0.7 0.3 0.37
H -3.664 -3.502 2.341 -0.4 1.0 -1.3 0.27
H -5.379 -1.483 -0.867 -1.0 0.0 -0.3 0.50
H -3.842 -0.856 -1.540 0.0 0.4 -1.1 0.30
H -4.492 -0.080 -0.112 -0.3 0.0 -0.1 0.34
```
Forces are in eV/Å.

Properties
- 2S+1 = 1
- LUMO energy (eV) = -1.43
- relative energy (zero: lowest compared OMol25 entry of this formula, charge and spin) (kJ/mol) = 148.5
- HOMO-LUMO gap (Ha) = 0.21353

no.,electronic energy (eV)
1,-23221.7071
2,-32669.9137
3,-296188.4966
4,-9943.0136
5,-43315.0466
6,-100486.8977